Entry 1:
The following is a DFT calculation (wB97M-V/def2-TZVPD) of C4H5NOS2 in the gas phase at a distorted geometry.

Lowest unoccupied orbital energy: -0.0332 hartree
M: 147.22 g/mol
SMILES: C=CC(=S)O/C=N\S
Relative energy (zero: lowest compared OMol25 entry of this formula, charge and spin): 50.4 kcal per mole
HOMO: -9.040 eV
Calculated total energy: -1081.7130 Eh
Net charge: 0
Orbital gap: 8.14 eV
Largest force on an atom: 1.36 eV Å⁻¹

The geometry in XYZ format:
```
13
Properties=species:S:1:pos:R:3:lowdin_charge:R:1
C 1.1153 -2.2951 2.0565 0.04
C 0.8258 -1.5657 0.9627 -0.19
C 0.4785 -0.1320 1.0355 -0.80
S 0.8416 0.8798 2.2676 0.77
O -0.1835 0.3037 -0.0846 -0.13
C -1.0341 -0.5083 -0.7820 -0.35
N -1.3551 -0.2055 -1.9646 -0.33
S -0.7239 1.2155 -2.6535 0.77
H 1.1603 -1.8273 3.0546 0.06
H 1.4290 -3.3358 2.0260 0.07
H 0.8505 -2.0431 -0.0153 0.11
H -1.4460 -1.3476 -0.2368 0.14
H -1.2375 1.0445 -3.8617 -0.16
```

---

Entry 2:
The following is a DFT calculation (wB97M-V/def2-TZVPD) of a 2-piece molecular cluster, C4H5NOS2 overall at a distorted geometry.

Lowest unoccupied orbital energy: -0.0936 hartree
M: 147.22 g/mol
Relative energy (zero: lowest compared OMol25 entry of this formula, charge and spin): 156.7 kcal per mole
HOMO: -9.407 eV
Calculated total energy: -1081.5436 Eh
Net charge: 0
Orbital gap: 6.86 eV
Largest force on an atom: 5.75 eV Å⁻¹

The geometry in XYZ format:
```
13
Properties=species:S:1:pos:R:3:lowdin_charge:R:1
C -0.7183 0.4744 0.2438 -0.76
C 0.7283 -0.1768 0.3377 -0.39
C -1.1584 -0.7795 -0.3427 -0.58
C 1.8234 0.3571 -0.4572 -0.52
H -2.7405 2.4678 0.7648 0.17
H -0.9798 0.3737 1.2994 0.12
H 0.9031 -0.5400 1.3358 0.13
H 0.2502 -2.4609 -0.1090 0.26
H 1.2885 0.6372 -1.4881 0.10
N 0.0906 -1.3190 -0.4587 0.11
O -2.2796 -1.2475 -0.4618 0.08
S -0.8165 2.0134 -0.4212 0.72
S 3.6090 0.2001 -0.2428 0.55
```

---

Entry 3:
The following is a DFT calculation (wB97M-V/def2-TZVPD) of C4H5NOS2 in the gas phase at a distorted geometry.

Lowest unoccupied orbital energy: -0.0088 hartree
M: 147.22 g/mol
SMILES: S=C1CSN=CCO1
Relative energy (zero: lowest compared OMol25 entry of this formula, charge and spin): 48.0 kcal per mole
HOMO: -8.798 eV
Calculated total energy: -1081.7168 Eh
Net charge: 0
Orbital gap: 8.56 eV
Largest force on an atom: 1.49 eV Å⁻¹

The geometry in XYZ format:
```
13
Properties=species:S:1:pos:R:3:lowdin_charge:R:1
S -2.2022 -0.0127 -1.5269 0.78
C -1.0759 0.1807 -0.3860 -0.92
C 0.0262 1.1903 -0.4453 -0.46
S 1.7715 0.6230 -0.3185 0.88
N 1.9003 0.1663 1.3244 -0.30
C 1.1605 -0.7923 1.7437 -0.20
C 0.0745 -1.4379 0.9116 -0.17
O -1.0626 -0.5469 0.7667 -0.14
H -0.0697 1.7535 -1.4033 0.08
H -0.2425 1.8709 0.3413 0.09
H 1.2523 -1.0183 2.8083 0.11
H -0.3536 -2.2426 1.5107 0.12
H 0.3922 -1.7624 -0.0798 0.12
```

---

Entry 4:
The following is a DFT calculation (wB97M-V/def2-TZVPD) of C4H5NOS2 in the gas phase at a distorted geometry.

Lowest unoccupied orbital energy (alpha / beta): 0.0022 / 0.0022 hartree
M: 147.22 g/mol
SMILES: Cn1cc(O)sc1=S
Relative energy (zero: lowest compared OMol25 entry of this formula, charge and spin): 43.6 kcal per mole
HOMO (alpha / beta): -7.581 / -7.582 eV
Calculated total energy: -1081.7239 Eh
Net charge: 0
Orbital gap (alpha / beta): 7.64 / 7.64 eV
Largest force on an atom: 5.43 eV Å⁻¹

The geometry in XYZ format:
```
13
Properties=species:S:1:pos:R:3:lowdin_charge:R:1
C -0.1377 1.4147 -0.0548 -0.07
N -0.6856 0.1046 -0.0964 -0.23
C 0.0743 -0.9819 0.0409 -0.13
C -0.5089 -2.1849 -0.0785 -0.59
O 0.0473 -3.3371 0.0963 0.07
S -2.2707 -1.8734 -0.1012 1.07
C -2.0559 -0.1932 -0.0475 -0.94
S -3.2860 1.2164 0.1822 0.34
H 0.6495 1.3542 -0.7785 0.09
H -0.8242 2.2543 -0.3564 0.08
H 0.1745 1.7400 0.8590 0.07
H 1.0835 -0.7078 0.2573 0.14
H -0.6285 -4.0077 0.0741 0.11
```

---

Entry 5:
The following is a DFT calculation (wB97M-V/def2-TZVPD) of C4H5NS as an isolated structure at a distorted geometry.

Lowest unoccupied orbital energy: -0.0201 hartree
M: 99.16 g/mol
Relative energy (zero: lowest compared OMol25 entry of this formula, charge and spin): 160.5 kcal per mole
HOMO: -8.311 eV
Calculated total energy: -608.0949 Eh
Net charge: 0
Orbital gap: 7.77 eV
Largest force on an atom: 5.11 eV Å⁻¹

The geometry in XYZ format:
```
11
Properties=species:S:1:pos:R:3:lowdin_charge:R:1
C -0.9747 -0.7921 -1.0969 -0.17
C 0.9048 0.7642 -0.2736 -0.36
C -0.3033 -0.8530 1.1084 -0.16
C 0.1658 -0.5566 -0.2460 -0.43
N -0.1647 1.6611 0.0298 -0.35
S -1.3248 0.5569 0.2275 1.07
H -0.9957 -0.1659 -2.0251 0.04
H 1.6516 0.8090 0.4482 0.07
H 1.5508 1.0044 -1.2886 0.16
H -0.7495 -1.7744 1.1514 0.05
H 0.2397 -0.6536 1.9648 0.07
```

---

Entry 6:
The following is a DFT calculation (wB97M-V/def2-TZVPD) of C4H5NS in the gas phase at a distorted geometry.

Lowest unoccupied orbital energy: -0.0218 hartree
M: 99.16 g/mol
SMILES: C[C@H](C#N)C=S
Relative energy (zero: lowest compared OMol25 entry of this formula, charge and spin): 26.7 kcal per mole
HOMO: -9.240 eV
Calculated total energy: -608.3081 Eh
Net charge: 0
Orbital gap: 8.65 eV
Largest force on an atom: 3.18 eV Å⁻¹

The geometry in XYZ format:
```
11
Properties=species:S:1:pos:R:3:lowdin_charge:R:1
C -0.3028 -1.0968 0.7392 -0.06
C -0.4051 0.2503 -0.0265 -0.40
C -0.4839 0.1662 -1.4784 -0.23
N -0.3484 0.0089 -2.6281 0.17
C 0.8308 1.1307 0.0154 -0.67
S 2.3007 0.7740 0.5356 0.74
H 0.2101 -1.0221 1.7205 0.08
H 0.1692 -1.8476 0.1678 0.07
H -1.3171 -1.3810 0.9636 0.07
H -1.2487 0.8318 0.3128 0.14
H 0.5953 2.1856 -0.3219 0.08
```

---

Entry 7:
The following is a DFT calculation (wB97M-V/def2-TZVPD) of a 2-piece molecular cluster, C4H5NS overall at a distorted geometry.

Lowest unoccupied orbital energy: -0.0196 hartree
M: 99.16 g/mol
Relative energy (zero: lowest compared OMol25 entry of this formula, charge and spin): 105.4 kcal per mole
HOMO: -8.805 eV
Calculated total energy: -608.1827 Eh
Net charge: 0
Orbital gap: 8.27 eV
Largest force on an atom: 11.19 eV Å⁻¹

The geometry in XYZ format:
```
11
Properties=species:S:1:pos:R:3:lowdin_charge:R:1
C -0.1801 -0.0393 -0.4206 -0.32
C 0.0044 -1.3492 -0.7067 0.01
C -0.4036 0.6586 0.7833 -0.77
C 3.4201 -0.5651 -1.9648 0.07
N 3.5967 -1.7848 -2.3776 -0.01
S 0.5244 0.8843 2.0636 0.69
H -0.5247 0.5236 -1.4064 0.15
H -0.0006 -1.5230 -1.8100 0.07
H -1.4402 1.1756 0.6727 0.09
H -0.2956 -2.0256 0.0334 0.04
H 3.8822 -2.4275 -1.7525 -0.03
```

---

Entry 8:
The following is a DFT calculation (wB97M-V/def2-TZVPD) of C4H5NS2 in the gas phase at a distorted geometry.

Lowest unoccupied orbital energy: 0.0197 hartree
M: 131.22 g/mol
SMILES: Sc1cccn1S
Relative energy (zero: lowest compared OMol25 entry of this formula, charge and spin): 31.9 kcal per mole
HOMO: -8.570 eV
Calculated total energy: -1006.5026 Eh
Net charge: 0
Orbital gap: 9.11 eV
Largest force on an atom: 4.87 eV Å⁻¹

The geometry in XYZ format:
```
12
Properties=species:S:1:pos:R:3:lowdin_charge:R:1
S -2.2858 -1.0354 0.0973 0.72
C -0.8334 -0.0258 -0.1684 -0.67
C -0.7095 1.3416 -0.0825 -0.11
C 0.6706 1.6101 0.0443 -0.13
C 1.3077 0.4493 0.0695 -0.24
N 0.4672 -0.5925 -0.0072 -0.51
S 0.9961 -2.2238 -0.0900 0.79
H -2.3416 -1.7612 -1.0676 -0.13
H -1.5161 2.1219 0.0243 0.13
H 1.1472 2.5973 0.0074 0.11
H 2.4240 0.2234 -0.0177 0.14
H 0.6736 -2.7050 1.1905 -0.10
```

---

Q: Look up the largest force on an atom of the seventh one.
A: 11.19 eV Å⁻¹